# C18H18N5ORhS2

A structure of composition C18H18N5ORhS2 in a non-equilibrium geometry (wB97M-V/def2-TZVPD, the Open Molecules 2025 dataset).

Computed properties:
- E (Eh) = -1952.02963
- 2S+1 = 5
- orbital gap (alpha / beta) (eV) = 8.82 / 5.45
- LUMO (alpha / beta) (eV) = -6.37 / -9.80
- charge = +2
- HOMO energy (alpha / beta) (eV) = -15.19 / -15.26
- ΔE to the lowest compared entry with this formula, charge and spin (kcal/mol) = 27.37

CARTESIAN COORDINATES (ANGSTROEM)
Rh 0.1789 0.5495 0.5474
S -0.0874 0.1507 3.2221
C -1.1034 -0.9545 2.4821
N -1.1222 -0.8634 1.1655
C -1.7250 -1.9158 0.5141
C -1.6206 -2.1340 -0.8935
C -2.0425 -3.3711 -1.3578
C -2.6428 -4.2957 -0.4944
C -2.7683 -4.0580 0.8733
C -2.3202 -2.8503 1.4148
S -1.9533 -2.4312 3.0704
H -1.1420 -1.3868 -1.5462
H -1.9231 -3.6002 -2.3976
H -3.0069 -5.2240 -0.8711
H -3.1666 -4.8267 1.5200
C -4.4228 3.1310 -0.3455
C -2.9423 3.0015 -0.2820
C -1.9543 3.9970 -0.1675
C -0.7260 3.2859 -0.1326
N -0.9488 1.9671 -0.1594
N -2.3286 1.7819 -0.2408
C 0.6619 3.8737 -0.1212
H -4.5411 4.1759 -0.6290
H -4.8704 2.9333 0.6688
H -4.9040 2.4521 -1.0810
H -2.0273 5.0820 -0.2679
H -2.7731 0.9001 -0.5351
H 0.6497 4.8791 -0.5744
H 1.3390 3.2366 -0.7134
H 1.1128 3.9238 0.8851
N 3.2629 -3.2253 -1.0321
C 4.2896 -2.2775 -1.0601
O 5.3975 -2.4757 -1.5072
C 3.8693 -0.9641 -0.5458
C 4.8030 0.0677 -0.2837
C 4.3656 1.1412 0.4255
C 3.0195 1.3193 0.8328
N 2.1078 0.3532 0.4960
C 2.5336 -0.7431 -0.1602
H 3.5925 -4.1444 -1.2979
H 2.5756 -3.1389 -0.2518
H 5.7987 -0.0258 -0.7097
H 5.0650 1.9107 0.6741
H 2.6638 2.2503 1.3236
H 1.7763 -1.4573 -0.4565